A 2-piece molecular cluster, C5H7BS overall, computed with ωB97M-V/def2-TZVPD.

Calculated values
- 2S+1 = 1
- E_tot (hartree) = -617.65205
- SMILES = b1ccccc1.S
- ΔE to the lowest compared entry with this formula, charge and spin (kcal per mole) = 46.6
- HOMO level (eV) = -8.420

Last columns: bonded neighbours and bond lengths (Å).
CARTESIAN COORDINATES (ANGSTROEM)
1 B 0.074 0.870 -0.920  C2 1.440, C6 1.462
2 C 0.754 1.671 0.065  B1 1.440, C3 1.463, H8 1.123
3 C 1.830 0.823 0.577  C2 1.463, C4 1.373, H9 1.197
4 C 1.907 -0.516 0.287  C3 1.373, C5 1.425, H10 1.107
5 C 1.016 -1.213 -0.580  C4 1.425, C6 1.396, H11 1.111
6 C 0.021 -0.543 -1.294  B1 1.462, C5 1.396, H13 1.162
7 S -3.467 0.334 0.754  H12 1.358, H14 1.435
8 H 0.641 2.705 0.491  C2 1.123
9 H 2.692 1.184 1.325  C3 1.197
10 H 2.689 -1.200 0.669  C4 1.107
11 H 1.123 -2.303 -0.768  C5 1.111
12 H -3.804 -0.716 -0.039  S7 1.358
13 H -0.746 -1.136 -1.936  C6 1.162
14 H -4.729 0.041 1.370  S7 1.435

These are the Mulliken partial charges, in e, on atoms 1 to 8: -0.0617, -0.2653, -0.1892, -0.3112, -0.2798, -0.3114, -0.3082, 0.3565